1.
Molecular formula: C16H44O6
Method: DFT, wB97M-V/def2-TZVPD

Output
Structure (SMILES): CC(C)O.CC(C)O.CC(C)O.CC(C)O.CC(C)O.CO
HOMO level in Ha: -0.3713
Calculated total energy in Ha: -1087.40219
Energy relative to the best compared isomer or geometry (same formula, charge and spin) in kcal/mol: 12.7
Multiplicity: 1
Kohn-Sham gap in eV: 10.612

Geometry (Å):
C -1.288 -0.977 -3.973
C -0.739 0.427 -3.908
C -1.426 1.369 -4.873
O -0.955 0.898 -2.541
H -2.375 -0.911 -4.096
H -1.065 -1.618 -3.124
H -0.932 -1.497 -4.868
H 0.348 0.440 -4.028
H -1.453 0.963 -5.882
H -0.959 2.354 -4.843
H -2.463 1.481 -4.536
H -1.157 1.837 -2.603
C 3.165 0.451 0.042
C 3.266 1.831 -0.571
C 1.920 2.490 -0.686
O 4.122 2.699 0.176
H 4.107 0.098 0.469
H 2.862 -0.293 -0.700
H 2.403 0.367 0.821
H 3.693 1.704 -1.577
H 1.977 3.543 -0.962
H 1.417 2.481 0.291
H 1.260 1.938 -1.357
H 4.949 2.229 0.316
C -4.161 -0.527 -1.085
C -5.068 0.664 -0.829
C -5.196 0.985 0.645
O -4.592 1.816 -1.527
H -4.592 -1.496 -0.839
H -3.291 -0.398 -0.427
H -3.778 -0.549 -2.106
H -6.079 0.475 -1.211
H -4.287 1.463 1.020
H -5.315 0.082 1.251
H -6.048 1.636 0.831
H -3.768 1.598 -1.972
C 0.276 -3.868 0.990
C -0.805 -4.354 0.037
C -0.254 -4.733 -1.322
O -1.440 -5.537 0.590
H 1.104 -4.581 1.040
H -0.128 -3.779 2.000
H 0.723 -2.918 0.692
H -1.567 -3.577 -0.083
H -1.017 -5.202 -1.944
H 0.569 -5.444 -1.225
H 0.125 -3.850 -1.842
H -2.189 -5.249 1.117
C 4.712 2.591 4.440
C 3.338 2.128 4.901
C 2.711 1.212 3.864
O 3.413 1.459 6.161
H 5.273 3.059 5.247
H 4.588 3.309 3.626
H 5.280 1.743 4.047
H 2.695 2.999 5.039
H 3.431 0.461 3.524
H 2.423 1.770 2.964
H 1.812 0.694 4.194
H 4.264 1.012 6.204
C -0.658 0.180 1.182
O -0.159 -0.437 0.011
H 0.162 0.277 1.896
H -1.082 1.168 0.986
H -1.425 -0.434 1.671
H -0.679 -0.150 -0.747



2.
Molecular formula: C5H15NO2
Method: DFT, wB97M-V/def2-TZVPD

Output
Structure (SMILES): CC(C)(O)O.CNC
HOMO level in Ha: -0.3399
Calculated total energy in Ha: -404.72888
Energy relative to the best compared isomer or geometry (same formula, charge and spin) in kcal/mol: 16.4
Multiplicity: 1
Kohn-Sham gap in eV: 10.127

Geometry (Å):
C 2.785 -0.942 -0.973
C 1.445 -0.358 -0.532
C 0.524 -0.147 -1.763
O 0.887 -1.246 0.387
O 1.622 0.905 0.095
H 3.409 -1.110 -0.092
H 3.290 -0.265 -1.659
H 2.620 -1.898 -1.460
H 0.111 0.855 -1.746
H -0.278 -0.883 -1.752
H 1.090 -0.270 -2.688
H 0.078 -0.824 0.752
H 2.552 1.014 0.342
C -2.689 -0.443 0.781
N -1.432 0.278 0.792
C -1.442 1.446 1.653
H -2.891 -0.812 1.787
H -3.544 0.173 0.466
H -2.605 -1.296 0.110
H -1.235 0.596 -0.152
H -2.231 2.166 1.397
H -1.594 1.125 2.683
H -0.473 1.934 1.573



3.
Molecular formula: C3H6Cl2Si
Method: DFT, wB97M-V/def2-TZVPD

Output
Structure (SMILES): Cl[SiH2]Cl.C#CC
HOMO level in Ha: -0.3645
Calculated total energy in Ha: -1327.78072
Energy relative to the best compared isomer or geometry (same formula, charge and spin) in kcal/mol: 63.0
Multiplicity: 1
Kohn-Sham gap in eV: 10.684

Geometry (Å):
Cl -1.561 0.765 -0.907
Si -2.228 1.422 0.847
Cl -3.019 3.262 0.598
H -3.338 0.560 1.379
H -1.101 1.237 1.650
C 0.150 -1.594 0.089
C 1.189 -1.268 -0.358
C 2.499 -0.732 -0.800
H -0.910 -1.838 0.248
H 3.120 -1.568 -1.265
H 3.047 -0.246 0.054
H 2.151 0.000 -1.534



4.
Molecular formula: C2HN3O4
Method: DFT, wB97M-V/def2-TZVPD

Output
Structure (SMILES): O=C=C=[N+]([O-])O.N#[N+][O-]
HOMO level in Ha: -0.3706
Calculated total energy in Ha: -541.80128
Energy relative to the best compared isomer or geometry (same formula, charge and spin) in kcal/mol: 97.9
Multiplicity: 1
Kohn-Sham gap in eV: 8.879

Geometry (Å):
O 2.026 0.246 -0.861
C 1.334 -0.324 -0.119
C 0.824 -1.047 0.790
N -0.181 -1.531 1.413
O -0.198 -2.316 2.330
O -1.442 -1.088 0.969
H -2.131 -1.511 1.517
N -1.067 2.140 -1.652
N -0.089 2.514 -2.009
O 0.923 2.915 -2.379